Here is a structure of composition C32H64F12Li2O24P2 from OMol25. Energies are from ωB97M-V with the def2-TZVPD basis set.

Geometry as XYZ:
```
136
Properties=species:S:1:pos:R:3:mulliken_charge:R:1
Li 1.1140 -0.6304 3.0035 0.89
Li -1.6759 1.6581 -1.4296 1.18
P 0.5040 -0.4738 -0.2672 1.62
F -0.2299 0.7321 0.5800 -0.80
F 1.3301 0.7639 -0.8551 -0.31
F 1.4186 -0.6262 1.1034 -0.31
F 1.4083 -1.4353 -1.2038 -0.43
F -0.4089 -1.6969 0.2992 -0.51
F -0.6131 -0.2505 -1.5235 -0.58
P 0.1269 -2.8007 4.3922 1.48
F 0.5239 -2.7662 2.8204 -0.47
F -0.3614 -1.2678 4.1785 -0.65
F -1.3760 -3.2631 3.8989 -0.40
F -0.3498 -2.7866 5.9563 -0.40
F 0.5452 -4.3592 4.5385 -0.40
F 1.5392 -2.2590 4.9556 -0.37
C 0.3773 0.1038 -4.9488 -1.32
C 1.3518 0.9825 -4.1262 0.33
O 1.2179 2.3435 -4.3318 -0.36
C 0.4132 3.0184 -3.4715 0.20
O -0.2946 2.5825 -2.5291 0.08
O 0.4650 4.2902 -3.8452 -0.36
C -0.3351 5.1905 -3.1090 -0.40
H 0.6188 -0.9386 -4.7406 0.34
H 0.4556 0.4778 -5.9696 0.41
H -0.6708 0.2508 -4.6881 0.24
H 2.3766 0.7650 -4.4275 0.45
H 1.3173 0.6336 -3.0942 -0.21
H -1.3683 4.8472 -3.0556 0.23
H -0.3813 6.2404 -3.3986 0.38
H -0.0399 5.2370 -2.0608 -0.03
C -1.1216 -9.5645 -2.5153 -1.29
C -1.1524 -8.3510 -1.6051 0.00
O 0.1202 -7.6917 -1.8226 -0.34
C 0.2430 -6.4617 -1.1166 0.75
O -0.3780 -6.2373 -0.0806 -0.55
O 1.0961 -5.6807 -1.7934 -0.36
C 1.4739 -4.4527 -1.1320 -0.66
H -1.9482 -10.2622 -2.3809 0.41
H -0.2566 -10.2277 -2.5214 0.31
H -1.3643 -9.2881 -3.5413 0.31
H -1.2448 -8.7303 -0.5874 0.24
H -1.9883 -7.6678 -1.7551 0.26
H 1.5934 -3.7104 -1.9212 0.15
H 2.4538 -4.5088 -0.6578 0.45
H 0.7598 -3.9175 -0.5061 0.36
C 6.6344 5.4098 1.0272 -1.22
C 5.1423 5.0018 1.1334 -0.24
O 5.0320 3.5695 0.9689 -0.16
C 4.8644 2.9410 -0.2727 0.79
O 5.0380 1.7289 -0.4736 -0.61
O 4.2549 3.7587 -1.1655 -0.38
C 3.9250 3.2392 -2.4329 -0.32
H 6.9552 6.4050 1.3351 0.41
H 7.0367 5.3043 0.0197 0.28
H 7.1067 4.7771 1.7786 0.28
H 4.5081 5.5223 0.4158 0.29
H 4.6964 5.2450 2.0979 0.34
H 4.7888 2.7433 -2.8758 0.39
H 3.6250 4.1488 -2.9532 0.31
H 3.0715 2.5630 -2.3827 -0.18
C -2.6421 1.8154 3.1118 -0.17
C -2.0001 1.9563 4.5051 -0.52
O -0.9203 2.8196 4.3274 -0.38
C 0.2936 2.3445 4.0025 -0.02
O 0.5739 1.3185 3.3484 0.69
O 1.1971 3.1818 4.4781 -0.42
C 2.5797 2.9130 4.4317 0.10
H -2.4569 2.6655 2.4552 -0.14
H -3.7158 1.6986 3.2591 0.44
H -2.1632 1.0064 2.5602 0.02
H -1.7693 0.9349 4.8078 0.16
H -2.6150 2.4514 5.2567 0.40
H 3.1488 3.6884 4.9445 0.35
H 2.8835 2.8408 3.3874 0.14
H 2.9177 2.0564 5.0149 -0.46
C 1.0324 4.3537 0.5632 -0.56
C -0.3122 4.2416 1.3930 0.45
O -1.4262 4.9590 1.0166 -0.41
C -2.1836 4.5901 0.0125 0.55
O -2.1352 3.5773 -0.6166 -0.08
O -3.1194 5.5183 -0.1558 -0.42
C -4.1221 5.3491 -1.2250 -0.64
H 1.9328 4.1013 1.1233 0.10
H 1.1150 5.3633 0.1607 0.46
H 1.0361 3.5449 -0.1674 -0.17
H -0.0950 4.5228 2.4235 0.45
H -0.5891 3.1893 1.4578 -0.53
H -4.9808 5.8982 -0.8387 0.30
H -4.5603 4.3573 -1.3372 0.22
H -3.7380 5.7565 -2.1602 0.30
C -3.5092 -3.1251 -0.1554 -1.44
C -3.7456 -1.7717 -0.8472 1.26
O -4.4163 -0.9955 0.1287 -0.32
C -4.2150 0.3624 0.1878 0.33
O -3.2256 0.9505 -0.3117 -0.45
O -5.2110 0.9382 0.9097 -0.34
C -5.3358 2.3632 0.9147 -0.40
H -4.4398 -3.6556 0.0463 0.39
H -3.1596 -3.1102 0.8769 0.43
H -2.9068 -3.8249 -0.7345 0.17
H -4.3400 -1.9006 -1.7518 0.11
H -2.7885 -1.3013 -1.0723 -0.56
H -6.0350 2.5932 1.7187 0.29
H -5.7106 2.6141 -0.0776 0.33
H -4.3968 2.8913 1.0804 -0.02
C 4.6085 -2.1019 1.5651 -1.17
C 4.7139 -0.5628 1.6891 0.36
O 4.9813 -0.0892 3.0004 -0.35
C 4.0630 -0.1145 3.9059 0.29
O 2.8487 -0.1471 3.6946 0.46
O 4.7443 -0.0788 5.1214 -0.40
C 4.0926 -0.1091 6.3689 -0.57
H 4.3047 -2.4873 0.5918 0.39
H 3.8173 -2.5074 2.1957 0.16
H 5.5210 -2.5695 1.9351 0.40
H 3.8178 -0.0769 1.3030 -0.20
H 5.5444 -0.1836 1.0936 0.39
H 4.9703 0.1155 6.9749 0.25
H 3.6429 -1.0870 6.5408 0.23
H 3.3260 0.6621 6.4442 0.23
C -1.1880 -3.4079 -3.2583 0.06
C -2.2642 -3.8605 -4.3026 -0.68
O -3.5294 -3.6375 -3.7020 -0.01
C -4.6854 -3.5742 -4.3885 0.56
O -4.8205 -3.5439 -5.6116 -0.61
O -5.7181 -3.6145 -3.5104 -0.30
C -7.0794 -3.7808 -3.9614 -0.69
H -0.1704 -3.5762 -3.6109 0.53
H -1.2577 -3.9349 -2.3067 -0.27
H -1.3481 -2.3362 -3.1403 -0.17
H -2.1410 -4.9225 -4.5147 0.35
H -2.1461 -3.2891 -5.2232 0.38
H -7.1894 -4.5910 -4.6822 0.30
H -7.4184 -2.8956 -4.4995 0.30
H -7.7347 -3.9077 -3.0997 0.24
```

Total energy ... -4960.2467 hartree
Multiplicity ... 1
M ... 1136.6 u

***

Here is a cluster of 5 separate species, C32H64N4O9P2S2Si in total from OMol25. Energies are from ωB97M-V with the def2-TZVPD basis set.

Geometry as XYZ:
```
114
Properties=species:S:1:pos:R:3:mulliken_charge:R:1
C -0.2935 -0.4179 5.4442 -0.70
C -1.9242 -0.0613 5.5238 -0.18
C -2.8795 -1.3914 5.5993 -0.83
C -3.2127 -2.0625 4.1111 -0.38
O -2.3453 -1.3646 3.1502 -0.28
C -3.0270 -1.1149 1.8636 0.13
C -4.4123 -0.2409 1.6663 0.42
P -5.3110 0.5714 3.1490 0.49
O -6.7640 -0.1035 3.2244 -0.65
C -5.0656 -0.0237 0.1564 -0.13
P -6.6983 0.9484 -0.1811 0.21
S -7.7098 0.2065 -1.7021 -0.43
C -4.3165 -0.6546 -1.1844 -0.70
C -2.9042 -1.5049 -1.0395 0.06
C -2.3208 -1.7200 0.5133 0.20
S -0.6940 -2.7203 0.5923 -0.24
C 0.2651 -2.0195 -0.9051 -0.14
C -0.6971 -1.7289 -2.2423 0.05
C 0.0788 -1.0796 -3.5395 -0.52
C 1.7164 -0.7427 -3.5067 0.11
C 2.3074 -0.0451 -4.8907 -0.57
C 1.7332 1.5254 -4.8584 -0.20
O 2.4688 2.3667 -3.9014 -0.56
Si 1.3997 3.2162 -2.7944 0.66
C 1.0115 2.2442 -1.1576 -0.19
C -0.2329 3.8737 -3.5801 -0.74
C 2.3917 4.8115 -2.2199 -0.98
C 2.6520 -1.0544 -2.1602 0.59
C 4.2531 -0.6662 -2.1863 -1.63
C 5.2614 -1.9371 -2.4287 0.78
N 5.9889 -2.1987 -1.0948 -0.54
N 6.3127 -1.4556 -3.4504 -0.73
N 4.4816 -3.1483 -2.9097 -0.51
C 1.8747 -1.7158 -0.8351 0.57
C 2.7933 -2.0415 0.5241 -0.34
O 2.2452 -1.4439 1.7519 -0.28
C 2.0022 -2.4434 2.8034 0.37
C 3.2307 -2.6479 3.8693 -0.39
O 4.3640 -1.8415 3.3907 -0.25
C 5.6058 -2.5054 3.8189 -0.22
C 6.5798 -1.3631 4.5402 -0.72
N -2.1873 -2.0484 -2.2554 -0.27
H 0.2759 -0.0273 6.4172 0.30
H 0.1999 0.1519 4.5187 0.16
H -0.1195 -1.5708 5.2914 0.13
H -2.2315 0.7259 4.7083 0.17
H -2.0506 0.4990 6.5705 0.35
H -3.9029 -1.0668 6.0795 0.31
H -2.4069 -2.1861 6.3510 0.34
H -4.3523 -2.0639 3.8455 0.43
H -2.7972 -3.1785 4.1843 0.21
H -4.5927 0.4529 4.3925 0.00
H -5.4073 1.9932 2.8411 0.14
H -7.5261 1.0989 0.9923 0.16
H -6.2721 2.2822 -0.6167 0.06
H -4.7384 -0.5329 -2.2883 0.06
H -0.6045 -0.8470 -4.4893 0.06
H 3.4739 0.0471 -4.9155 -0.03
H 1.9574 -0.6054 -5.8766 0.38
H 0.5839 1.4309 -4.6544 0.16
H 1.8640 1.9796 -5.9496 0.24
H 1.6655 1.2846 -1.0016 -0.16
H -0.1476 1.9768 -1.1197 0.08
H 1.2356 2.9514 -0.2234 0.28
H -0.5397 4.8426 -2.9563 0.24
H -1.0695 3.0757 -3.3492 0.13
H -0.1835 4.0792 -4.7349 0.31
H 2.3926 5.5412 -3.1478 0.25
H 3.4601 4.5127 -1.8453 0.24
H 1.7710 5.2608 -1.3359 0.25
H 4.4542 0.1952 -2.9729 0.32
H 4.4852 -0.1728 -1.1245 0.33
H 6.4697 -3.1259 -1.1125 0.23
H 6.6488 -1.4139 -0.8886 0.25
H 5.7696 -1.0227 -4.2570 0.27
H 6.8243 -2.2673 -3.8661 0.30
H 4.5890 -3.9002 -2.1869 0.24
H 4.9135 -3.4330 -3.8293 0.26
H 2.9085 -3.2069 0.5467 0.33
H 3.9008 -1.6104 0.4150 0.03
H 1.0553 -2.0542 3.4170 -0.56
H 1.6310 -3.4575 2.2950 0.34
H 2.8226 -2.3303 4.9353 0.19
H 3.4418 -3.8068 3.9277 0.33
H 5.4459 -3.3372 4.6454 0.28
H 6.1036 -2.9432 2.8289 0.20
H 6.2900 -1.1638 5.6678 0.05
H 7.6916 -1.7897 4.5324 0.31
H 6.5589 -0.3573 3.9429 0.25
H -2.6278 -1.7553 -3.1554 0.40
C -3.2756 4.2183 -0.9536 -0.50
O -1.8805 3.9773 -0.9536 -0.33
H -3.7587 3.5090 -1.6296 0.08
H -3.6698 4.0819 0.0564 0.22
H -3.4704 5.2369 -1.2978 0.34
H -1.4792 4.6211 -0.3454 0.23
C 6.7350 -1.9017 8.7221 -0.55
O 5.8648 -1.1178 7.9269 -0.49
H 7.6493 -2.1006 8.1580 0.23
H 6.9847 -1.3571 9.6360 0.26
H 6.2495 -2.8486 8.9705 0.26
H 5.0631 -0.9575 8.4533 0.28
C -5.3111 0.7218 -5.0500 -0.33
O -6.4166 1.5771 -4.8248 -0.44
H -4.7632 1.0730 -5.9275 0.32
H -4.6511 0.7410 -4.1793 -0.04
H -5.6670 -0.2958 -5.2285 0.29
H -6.8831 1.2408 -4.0407 0.17
C -9.4078 2.8077 -6.6111 -0.42
O -8.5550 3.8458 -7.0573 -0.51
H -10.2630 2.7351 -7.2871 0.24
H -8.8627 1.8606 -6.6137 0.17
H -9.7618 3.0339 -5.6023 0.21
H -7.8061 3.8864 -6.4385 0.31
```

Total energy ... -3921.5416 hartree
Multiplicity ... 1
SMILES string ... CCCCOc1c([PH2]=O)c([PH2]=S)cc2c1Sc1c(cc(CCO[Si](C)(C)C)c(CC(N)(N)N)c1COCCOCC)N2.CO.CO.CO.CO
M ... 803.1 u

***

Here is a cluster of 6 separate species, C32H64N6O10S in total from OMol25. Energies are from ωB97M-V with the def2-TZVPD basis set.

Geometry as XYZ:
```
113
Properties=species:S:1:pos:R:3:mulliken_charge:R:1
C 3.2429 1.4159 -0.1504 -0.56
O 2.1887 1.7814 0.7367 -0.44
C 1.1121 0.8761 0.7512 -0.36
C -0.1558 1.4144 0.1474 0.87
C -0.6566 2.6183 0.4023 -0.57
C -1.9504 3.0481 -0.1925 -0.33
O -2.1714 4.1935 -0.5027 -0.59
C -2.9513 1.9314 -0.3489 0.81
C -2.4182 0.6770 -0.6495 0.54
C -3.2212 -0.4279 -0.7975 -1.09
C -4.5872 -0.2767 -0.6309 -1.25
C -5.1130 0.9520 -0.3441 -0.01
O -6.4958 1.0572 -0.1756 -0.32
N -6.8974 1.3128 1.1837 0.12
O -6.2303 0.7831 1.9746 -0.19
C -4.3229 2.1002 -0.1971 0.69
S -5.0153 3.6987 0.1520 -0.16
C -0.9336 0.5374 -0.7789 0.13
O -0.4146 -0.2145 -1.5714 -0.74
H 4.1315 1.1085 0.4054 0.19
H 2.9798 0.6234 -0.8504 0.38
H 3.4675 2.2949 -0.7558 0.28
H 0.8743 0.6612 1.7950 -0.26
H 1.3314 -0.0815 0.2776 0.51
H -0.1569 3.3075 1.0712 0.81
H -2.7743 -1.3852 -1.0172 0.99
H -5.2161 -1.1488 -0.7200 0.55
H -5.6211 3.4208 1.3212 0.12
C 6.5906 -3.5692 2.5803 -1.51
C 5.9069 -3.2192 1.2620 0.33
C 6.5003 -1.9897 0.5601 -0.35
O 6.1374 -0.7459 1.1326 -0.22
C 6.8826 -0.3611 2.2731 -0.81
N 4.4662 -3.0744 1.4983 -0.68
H 6.2811 -2.9112 3.3918 0.29
H 6.3311 -4.5850 2.8785 0.37
H 7.6775 -3.5148 2.4895 0.35
H 6.0513 -4.0675 0.5867 0.39
H 6.1075 -1.9667 -0.4608 -0.04
H 7.5928 -2.0657 0.4784 0.43
H 7.9239 -0.6884 2.2051 0.33
H 6.4307 -0.7481 3.1891 0.30
H 6.8613 0.7273 2.3285 0.24
H 3.9948 -2.9552 0.6054 0.26
H 4.3197 -2.1874 1.9741 0.33
C -2.7997 -3.0944 3.7139 -1.41
C -1.6973 -3.3870 2.7008 0.22
C -0.3681 -2.6784 3.0005 -0.88
O -0.3567 -1.3002 2.6866 -0.10
C -0.9515 -0.4404 3.6473 -0.46
N -2.1934 -3.0697 1.3564 -0.56
H -3.2462 -2.1119 3.5633 0.22
H -3.6016 -3.8264 3.6169 0.36
H -2.4211 -3.1463 4.7367 0.36
H -1.4982 -4.4621 2.7405 0.53
H 0.4034 -3.1269 2.3684 0.34
H -0.0561 -2.8369 4.0411 0.42
H -0.7890 -0.7893 4.6710 0.37
H -2.0195 -0.3288 3.4518 0.03
H -0.4998 0.5440 3.5378 0.13
H -1.5045 -3.3685 0.6706 0.29
H -2.2056 -2.0559 1.2688 0.13
C -2.7385 0.7081 -4.3351 -0.87
C -2.9206 -0.7812 -4.6093 0.39
C -3.0725 -1.1214 -6.0986 -0.86
O -4.3380 -0.8165 -6.6525 -0.39
C -4.5291 0.5381 -7.0167 -0.64
N -4.0524 -1.2784 -3.8163 -0.44
H -3.6777 1.2578 -4.4048 0.22
H -2.3552 0.8586 -3.3276 -0.23
H -2.0267 1.1546 -5.0324 0.41
H -2.0160 -1.2874 -4.2578 0.32
H -2.9616 -2.2033 -6.2115 0.39
H -2.2745 -0.6563 -6.6928 0.41
H -3.6055 0.9906 -7.3887 0.29
H -4.9158 1.1226 -6.1789 0.23
H -5.2742 0.5633 -7.8117 0.26
H -4.1051 -2.2890 -3.9158 0.27
H -4.9042 -0.9444 -4.2610 0.28
C -0.8598 4.4152 4.5081 -1.64
C -2.0296 3.9731 3.6343 1.37
C -3.2357 4.9211 3.6788 -0.48
O -4.0205 4.8284 4.8531 -0.44
C -3.5190 5.5324 5.9735 -0.65
N -2.3966 2.5987 3.9964 -0.34
H -1.0317 4.2042 5.5633 0.37
H 0.0466 3.8808 4.2207 0.35
H -0.6658 5.4839 4.3986 0.37
H -1.6751 3.9647 2.5996 -0.68
H -3.9063 4.6502 2.8590 -0.06
H -2.9282 5.9607 3.5063 0.51
H -3.0197 6.4595 5.6777 0.30
H -2.8334 4.9127 6.5563 0.23
H -4.3661 5.7818 6.6122 0.27
H -3.0986 2.2626 3.3409 0.18
H -2.8918 2.6393 4.8840 0.32
C 3.0162 -0.9147 -4.6922 -1.43
C 4.3097 -0.7164 -3.9073 0.11
C 5.3025 -1.8811 -4.0334 -0.76
O 4.9674 -3.0301 -3.2769 -0.34
C 4.0028 -3.8835 -3.8659 -0.67
N 3.9735 -0.4382 -2.5078 -0.44
H 2.3327 -1.6010 -4.1928 0.23
H 2.4916 0.0350 -4.7958 0.38
H 3.2167 -1.2977 -5.6952 0.38
H 4.8044 0.1688 -4.3181 0.41
H 6.2661 -1.5478 -3.6387 0.35
H 5.4662 -2.1508 -5.0852 0.49
H 4.0990 -3.9102 -4.9548 0.32
H 2.9890 -3.5836 -3.5911 0.23
H 4.1700 -4.8877 -3.4767 0.25
H 4.8277 -0.2006 -2.0070 0.20
H 3.6879 -1.3233 -2.0932 0.21
```

Total energy ... -2736.5727 hartree
Multiplicity ... 1
SMILES string ... COCC1=CC(=O)c2c(ccc(ON=O)c2S)C1=O.COC[C@@H](C)N.COC[C@@H](C)N.COC[C@@H](C)N.COC[C@@H](C)N.COC[C@@H](C)N
M ... 725.0 u

***

| no. | largest force on an atom (eV Å⁻¹) | orbital gap (eV) | LUMO level (eV) |
| --- | --- | --- | --- |
| 1 | 3.82 | 10.0 | -0.278 |
| 2 | 5.40 | 6.7 | -1.028 |
| 3 | 0.86 | 8.3 | -0.727 |